C32H56N8 | ωB97M-V/def2-TZVPD

Structure (XYZ):
```
96
Properties=species:S:1:pos:R:3:lowdin_charge:R:1
C 5.19446 6.70420 1.58639 -0.0853
C 5.87641 8.11379 1.25796 -0.2004
C 4.92225 9.30985 1.48544 -0.2116
C 4.28906 9.32383 2.74389 -0.2843
N 3.74840 9.25855 3.74527 0.1602
H 4.56407 6.18720 0.86292 0.0634
H 4.43697 6.96198 2.32657 0.0444
H 5.82932 5.92363 2.00562 0.0645
H 6.34554 8.13727 0.27437 0.0997
H 6.62293 8.26827 2.03704 0.1001
H 4.12572 9.24537 0.74418 0.1268
H 5.42887 10.27026 1.39042 0.1226
C 1.26797 -2.53075 -1.43981 -0.1393
C 2.37765 -1.63035 -1.01697 -0.2449
C 1.86965 -0.14922 -0.69774 -0.1747
C 1.06531 0.50979 -1.73657 -0.2268
N 0.40250 1.06375 -2.56144 0.1283
H 0.86720 -2.10081 -2.35777 0.0685
H 0.43488 -2.38976 -0.75122 0.0803
H 1.58478 -3.54493 -1.68305 0.0804
H 3.03875 -1.63178 -1.88361 0.1060
H 2.83420 -2.10353 -0.14762 0.1035
H 2.57351 0.58809 -0.31165 0.1095
H 1.22691 -0.10049 0.18123 0.1092
C -0.49488 -10.11221 -0.59542 -0.0973
C 0.68434 -9.75093 0.30488 -0.2613
C 1.45365 -10.95487 0.79764 -0.2266
C 0.88023 -11.79390 1.81971 -0.2454
N 0.41412 -12.60327 2.47063 0.1484
H -0.23108 -10.64368 -1.50978 0.0741
H -1.08441 -9.24206 -0.88415 0.0711
H -1.10315 -10.82592 -0.03981 0.0743
H 0.41220 -9.21984 1.21700 0.1146
H 1.46315 -9.20095 -0.22339 0.1032
H 2.38051 -10.56013 1.21382 0.1181
H 1.69900 -11.64183 -0.01229 0.1267
C 7.23976 -7.86032 -4.06492 -0.0661
C 5.64107 -7.79892 -3.90009 -0.2581
C 5.01995 -9.07655 -4.27958 -0.2289
C 5.74764 -9.88368 -5.30496 -0.2281
N 6.33000 -10.52704 -6.08675 0.1371
H 7.38273 -7.98111 -5.13873 0.0632
H 7.52013 -8.66200 -3.38170 0.0785
H 7.77830 -6.92051 -3.94308 0.0646
H 5.14802 -7.10116 -4.57694 0.1002
H 5.26568 -7.40226 -2.95678 0.1036
H 3.93547 -9.16963 -4.33742 0.1212
H 5.18866 -9.77434 -3.45938 0.1127
C -1.60800 6.71705 2.17493 -0.0908
C -2.38827 7.62514 3.16366 -0.2509
C -3.01324 8.89015 2.53998 -0.1906
C -4.07019 8.51951 1.61380 -0.2507
N -5.03605 8.33846 0.94849 0.1269
H -2.33860 6.30989 1.47597 0.0664
H -1.06664 5.87864 2.61323 0.0695
H -0.98026 7.29163 1.49384 0.0705
H -1.87086 7.98206 4.05416 0.0992
H -3.14443 7.03391 3.68016 0.1053
H -2.31091 9.47138 1.94250 0.1226
H -3.62487 9.45883 3.24043 0.1226
C -4.16374 5.49427 -4.34661 -0.0837
C -3.77898 6.44766 -5.51277 -0.2610
C -2.33409 6.45830 -5.93794 -0.2301
C -1.32452 6.62808 -4.93971 -0.2336
N -0.51367 6.69849 -4.10134 0.1397
H -3.68074 5.85924 -3.44019 0.0704
H -3.83691 4.47427 -4.54880 0.0740
H -5.24049 5.54623 -4.18524 0.0689
H -4.11842 7.46293 -5.30754 0.1068
H -4.32111 6.27557 -6.44259 0.1033
H -2.18005 7.20409 -6.71779 0.1210
H -2.12402 5.53933 -6.48520 0.1243
C -5.62189 -2.48452 -0.63419 -0.1085
C -6.32642 -1.15900 -0.89411 -0.2683
C -7.69454 -1.08067 -0.18512 -0.1842
C -7.53333 -1.10269 1.30748 -0.2298
N -7.44772 -1.10805 2.45135 0.1345
H -5.27750 -2.67848 0.38162 0.0764
H -4.66454 -2.46401 -1.15492 0.0660
H -6.20990 -3.27220 -1.10525 0.0767
H -6.40269 -0.87484 -1.94365 0.1080
H -5.79337 -0.30369 -0.47890 0.1055
H -8.38252 -1.83839 -0.56014 0.1139
H -8.11409 -0.08596 -0.33551 0.1097
C -0.32125 -1.49586 5.56785 -0.1300
C -0.22680 -0.27013 6.47542 -0.2454
C -1.52878 0.56784 6.63469 -0.1734
C -2.50677 0.40433 7.71655 -0.2261
N -3.21541 0.42629 8.63251 0.1284
H 0.69653 -1.86242 5.43410 0.0676
H -0.73816 -1.31734 4.57669 0.0686
H -0.82686 -2.34480 6.02800 0.0739
H 0.58151 0.34985 6.08766 0.0999
H 0.29610 -0.74273 7.30687 0.1077
H -2.09770 0.57535 5.70497 0.1162
H -1.17324 1.57988 6.82819 0.1124
```

Calculated values
Lowest unoccupied orbital energy ... -0.15 eV
Orbital gap ... 11.1 eV
Multiplicity ... 1
Energy above the lowest of the compared OMol25 structures with the same formula, charge and spin ... 102.1 kcal per mole

=====

C21H24NO4 | ωB97M-V/def2-TZVPD

Structure (XYZ):
```
50
Properties=species:S:1:pos:R:3:nbo_charge:R:1
C 4.26600 -3.11964 2.79849 -0.7117
C 4.15425 -1.61896 2.72107 0.7936
O 4.85330 -0.85639 3.34152 -0.5316
O 3.19563 -1.19575 1.83176 -0.5738
C 2.57030 0.06507 2.15014 -0.0768
C 1.07376 -0.12501 2.04380 -0.4379
C 0.44207 -0.63483 3.35708 -0.4158
C -0.52674 -1.80028 3.16204 -0.4241
C 0.14999 -3.12347 2.83075 -0.2179
N 0.84861 -3.13502 1.48774 -0.6988
H 4.80427 -3.39495 3.69331 0.2663
H 3.27376 -3.56629 2.82258 0.1843
H 4.77086 -3.47087 1.90257 0.2572
H 2.90177 0.82189 1.44489 0.2059
H 2.83489 0.41845 3.14099 0.2208
H 0.82001 -0.74160 1.19255 0.1770
H 0.64347 0.84909 1.82287 0.2505
H -0.10755 0.18987 3.80036 0.2419
H 1.19416 -0.93207 4.08754 0.2066
H -1.02526 -1.98891 4.11261 0.2498
H -1.32380 -1.55828 2.45953 0.2259
H 0.90621 -3.37577 3.56670 0.2220
H -0.60089 -3.90662 2.80517 0.2339
H 1.68387 -2.53122 1.51628 0.4705
H 1.17017 -4.07102 1.24813 0.4396
H 0.21745 -2.81723 0.75363 0.4411
C 1.79450 1.98446 -1.69184 -0.1915
C 1.38826 0.76006 -1.17123 -0.2147
C 0.09470 0.31653 -1.36864 -0.1953
C -0.81138 1.09258 -2.07190 -0.0527
C -0.41346 2.32716 -2.58092 -0.1326
C 0.89305 2.76638 -2.39644 -0.1435
C -1.38367 3.19578 -3.31294 0.5314
O -1.03552 4.26433 -3.76097 -0.5032
C -2.78252 2.70646 -3.46335 -0.0548
C -3.71422 3.51671 -4.09736 -0.1703
C -5.01720 3.07626 -4.25752 -0.1795
C -5.39487 1.82176 -3.79111 -0.1864
C -4.47249 1.00998 -3.15394 -0.1484
C -3.16603 1.44988 -2.98132 -0.1692
C -2.19639 0.57885 -2.27185 0.5450
O -2.50811 -0.51941 -1.85211 -0.5480
H 2.80970 2.32863 -1.54583 0.2263
H 2.09034 0.14693 -0.62224 0.2014
H -0.23048 -0.63908 -0.97793 0.2044
H 1.19438 3.72120 -2.80370 0.2491
H -3.41454 4.48919 -4.46136 0.2433
H -5.74213 3.71070 -4.74876 0.2272
H -6.41198 1.47926 -3.92385 0.2258
H -4.76049 0.03520 -2.78695 0.2375
```

Calculated values
Lowest unoccupied orbital energy ... -3.23 eV
Orbital gap ... 8.5 eV
Charge ... +1
Multiplicity ... 1
Energy above the lowest of the compared OMol25 structures with the same formula, charge and spin ... 3.3 kcal per mole

=====

C54H99F6N18P | ωB97M-V/def2-TZVPD

Structure (XYZ):
```
178
Properties=species:S:1:pos:R:3:lowdin_spin:R:1
C -3.10720 2.53227 -1.31662 0.0000
C -3.90708 2.14481 -0.03943 0.0000
N -5.28927 2.48840 -0.18116 0.0000
C -5.69947 3.78509 -0.55260 0.0000
C -7.09916 3.82870 -0.58591 0.0000
N -7.50232 2.49948 -0.30447 0.0000
C -6.38456 1.72021 -0.13053 0.0000
C -8.83123 2.04980 0.04791 0.0000
H -3.01495 3.60821 -1.46475 0.0000
H -3.54720 2.09321 -2.21202 0.0000
H -2.12158 2.07022 -1.26038 0.0000
H -3.38239 2.67111 0.75795 0.0000
H -3.84726 1.08456 0.20629 0.0000
H -4.97418 4.56068 -0.74963 0.0000
H -7.80091 4.64692 -0.65264 0.0000
H -6.33455 0.67989 0.15517 0.0000
H -8.98839 1.02049 -0.27445 0.0000
H -9.49354 2.82628 -0.33489 0.0000
H -8.96044 2.08116 1.12977 0.0000
C -5.18148 5.38252 6.73050 0.0000
C -5.19006 3.81588 7.08504 0.0000
N -3.99770 3.11046 6.59733 0.0000
C -2.90502 2.80356 7.41129 0.0000
C -1.96856 2.25236 6.51445 0.0000
N -2.57893 2.05637 5.26280 0.0000
C -3.87158 2.56237 5.32121 0.0000
C -1.98354 1.41720 4.15887 0.0000
H -4.85136 5.52999 5.70222 0.0000
H -4.46727 5.93268 7.34315 0.0000
H -6.16981 5.80932 6.90122 0.0000
H -6.01053 3.37695 6.51734 0.0000
H -5.45561 3.79466 8.14199 0.0000
H -2.88395 2.96236 8.47935 0.0000
H -0.94562 1.91814 6.60544 0.0000
H -4.63865 2.64026 4.56495 0.0000
H -2.12448 1.83663 3.16271 0.0000
H -2.34474 0.38879 4.15944 0.0000
H -0.90514 1.43655 4.31626 0.0000
C -4.46956 -2.28582 -1.32112 0.0000
C -3.15590 -2.09252 -1.92551 0.0000
N -3.27188 -2.00266 -3.44032 0.0000
C -3.97702 -1.12969 -4.23543 0.0000
C -3.84970 -1.50083 -5.56594 0.0000
N -2.94088 -2.51997 -5.57623 0.0000
C -2.58131 -2.83988 -4.27860 0.0000
C -2.31539 -3.13528 -6.74625 0.0000
H -4.23673 -2.73660 -0.35640 0.0000
H -5.08746 -3.05453 -1.78522 0.0000
H -5.17601 -1.45800 -1.26009 0.0000
H -2.54952 -2.94991 -1.63348 0.0000
H -2.73131 -1.17231 -1.52422 0.0000
H -4.60945 -0.42534 -3.71549 0.0000
H -4.33944 -1.07583 -6.42962 0.0000
H -1.88733 -3.62523 -4.01779 0.0000
H -1.64592 -2.44703 -7.26221 0.0000
H -3.06817 -3.37806 -7.49623 0.0000
H -1.74312 -4.00696 -6.42880 0.0000
C 0.28465 4.66419 0.74897 0.0000
C 0.12235 6.08340 1.34324 0.0000
N -0.57736 6.92516 0.39775 0.0000
C -1.82635 6.66451 -0.07768 0.0000
C -2.10473 7.74199 -0.83007 0.0000
N -1.09954 8.76482 -0.79662 0.0000
C -0.10245 8.14106 -0.05092 0.0000
C -1.00240 10.02704 -1.47373 0.0000
H 1.08093 4.15039 1.28753 0.0000
H 0.53364 4.63258 -0.31174 0.0000
H -0.57049 3.99807 0.86352 0.0000
H 1.05458 6.54114 1.67417 0.0000
H -0.50320 6.18079 2.23054 0.0000
H -2.41314 5.83196 0.28139 0.0000
H -2.99541 7.87906 -1.42530 0.0000
H 0.89493 8.50189 0.15266 0.0000
H 0.07198 10.20844 -1.50404 0.0000
H -1.62726 10.77174 -0.98071 0.0000
H -1.30563 10.01550 -2.52064 0.0000
C 4.16870 2.77284 0.98213 0.0007
C 4.71445 2.70119 -0.40966 0.0013
N 6.12979 2.90792 -0.41151 0.0493
C 6.85641 4.00019 0.06151 0.2788
C 8.23928 3.69078 -0.01341 0.3703
N 8.31702 2.40244 -0.56857 0.0134
C 7.09826 2.00817 -0.93610 0.2608
C 9.60314 1.64945 -0.72619 -0.0047
H 4.64802 2.20746 1.78131 0.0001
H 3.11881 2.48180 0.94858 -0.0003
H 4.06010 3.75506 1.44208 0.0002
H 4.24126 3.42030 -1.07830 0.0011
H 4.54096 1.72378 -0.85986 -0.0004
H 6.32206 4.82898 0.50194 0.0066
H 9.10704 4.14205 0.44455 0.0096
H 6.85854 1.00870 -1.26775 0.0071
H 9.44370 0.57947 -0.85972 -0.0005
H 10.21725 1.53998 0.16767 -0.0016
H 10.09216 2.07357 -1.60316 -0.0022
C 3.46532 -0.88469 -1.58346 -0.0001
C 4.15440 -0.27390 -2.81534 -0.0001
N 5.53472 -0.66684 -3.00611 -0.0003
C 6.41379 0.02493 -3.82949 0.0034
C 7.69538 -0.47748 -3.75046 0.0042
N 7.57622 -1.56371 -2.84493 0.0004
C 6.27317 -1.70359 -2.49578 0.0031
C 8.66707 -2.45300 -2.48890 0.0000
H 3.94846 -0.67409 -0.62936 0.0000
H 3.46346 -1.97461 -1.59645 0.0000
H 2.46288 -0.48209 -1.43808 0.0000
H 4.14129 0.81139 -2.71499 -0.0001
H 3.58203 -0.49075 -3.71726 0.0000
H 6.01843 0.91426 -4.29766 -0.0002
H 8.63448 -0.18969 -4.19954 0.0000
H 5.79390 -2.34647 -1.77231 0.0001
H 9.14015 -2.13631 -1.55938 0.0000
H 9.47273 -2.36535 -3.21782 0.0000
H 8.25304 -3.42097 -2.20656 0.0000
C 3.17924 0.35238 4.33720 0.0000
C 3.44171 -0.98200 4.92821 0.0000
N 3.12290 -1.89558 3.82757 0.0000
C 1.92567 -2.39877 3.51471 0.0000
C 2.01364 -3.20294 2.37108 0.0000
N 3.38694 -3.23835 2.06866 0.0000
C 4.00576 -2.44818 2.97034 0.0000
C 3.97467 -4.10235 1.04816 0.0000
H 2.12252 0.49057 4.10839 0.0000
H 3.71540 0.50244 3.40012 0.0000
H 3.60090 1.11546 4.99142 0.0000
H 2.80984 -1.29706 5.75861 0.0000
H 4.49070 -1.02118 5.22178 0.0000
H 1.10637 -2.07508 4.13951 0.0000
H 1.33233 -3.71364 1.70669 0.0000
H 5.06112 -2.23680 3.05936 0.0000
H 3.32291 -4.93940 0.79788 0.0000
H 4.87015 -4.54601 1.48335 0.0000
H 4.24532 -3.48715 0.19003 0.0000
C 0.98103 -3.58753 -2.16953 0.0000
C 0.51885 -5.01709 -2.43131 0.0000
N 0.70888 -5.36801 -3.83614 0.0000
C -0.27114 -5.87074 -4.65290 0.0000
C 0.21806 -6.06126 -5.92296 0.0000
N 1.58351 -5.87412 -5.78366 0.0000
C 1.87977 -5.46455 -4.52478 0.0000
C 2.52402 -6.04174 -6.81112 0.0000
H 0.85784 -3.35190 -1.11246 0.0000
H 0.53483 -2.93063 -2.91618 0.0000
H 2.07101 -3.58777 -2.17631 0.0000
H -0.48321 -5.12246 -2.01552 0.0000
H 1.06477 -5.73850 -1.82333 0.0000
H -1.30831 -5.94061 -4.36002 0.0000
H -0.32198 -6.24017 -6.84097 0.0000
H 2.89302 -5.24359 -4.22325 0.0000
H 3.37505 -5.38267 -6.63939 0.0000
H 2.11540 -5.98714 -7.82015 0.0000
H 2.84937 -7.08046 -6.75356 0.0000
C -4.76826 -7.23341 1.97353 0.0000
C -5.33445 -5.90812 1.47401 0.0000
N -4.32633 -4.87927 1.45349 0.0000
C -3.09564 -4.97967 0.76473 0.0000
C -2.21445 -4.00461 1.25845 0.0000
N -2.90199 -3.32125 2.32345 0.0000
C -4.19411 -3.89808 2.44807 0.0000
C -2.35321 -2.40778 3.31650 0.0000
H -5.60106 -7.81923 2.36257 0.0000
H -3.99139 -7.08841 2.72424 0.0000
H -4.20672 -7.75801 1.20051 0.0000
H -6.11286 -5.57966 2.16270 0.0000
H -5.90115 -5.88417 0.54322 0.0000
H -2.93927 -5.81788 0.10189 0.0000
H -1.19093 -3.73989 1.03769 0.0000
H -4.85172 -3.73084 3.28830 0.0000
H -2.69401 -1.42402 2.99375 0.0000
H -1.27374 -2.51505 3.21001 0.0000
H -2.57166 -2.67473 4.35048 0.0000
P -0.12189 -0.11871 0.72881 0.0000
F -0.03308 -1.72186 0.82812 0.0000
F -0.40631 -0.17799 2.28878 0.0000
F 1.47074 -0.00688 0.98490 0.0000
F -0.31047 1.50431 0.80604 0.0000
F 0.12348 -0.20887 -0.90915 0.0000
F -1.70515 -0.43853 0.52146 0.0000
```

Calculated values
Lowest unoccupied orbital energy (spin up / spin down) ... -19.03 / -22.96 eV
⟨S²⟩ ... 0.77
Orbital gap (spin up / spin down) ... 5.5 / 1.5 eV
Charge ... +9
Multiplicity ... 2

=====

C2H4N2O | ωB97M-V/def2-TZVPD

Structure (XYZ):
```
9
Properties=species:S:1:pos:R:3:nbo_charge:R:1
C -0.16534 -1.05881 -0.13554 -0.6617
C -0.70980 0.19667 -0.12689 0.4252
N -1.68675 0.90125 0.08226 -0.5819
H 0.05968 -1.50004 -1.09556 0.2314
H -0.30795 -1.73130 0.69444 0.2536
H -1.55461 1.84844 0.42131 0.3778
N 1.33433 0.82351 -0.16745 -0.0109
O 1.28852 0.59470 1.03981 -0.3148
H 1.74193 -0.07441 -0.71238 0.2814
```

Calculated values
Lowest unoccupied orbital energy ... -0.80 eV
Orbital gap ... 7.7 eV
Multiplicity ... 1
Energy above the lowest of the compared OMol25 structures with the same formula, charge and spin ... 147.1 kcal per mole